A molecular structure, C52H41Cl5Ge2O2Tl. Source: the Open Molecules 2025 dataset; level of theory: ωB97M-V/def2-TZVPD.

Element x y z (Å)
1 H -1.1391 -2.5989 2.5087
2 C -3.7125 -0.1987 0.9291
3 C 4.2131 -1.5771 6.0932
4 C -1.2510 -0.5898 5.2281
5 C 1.6278 3.8996 3.1256
6 Tl 1.3282 0.2078 -4.0472
7 H -3.9958 2.1129 3.3832
8 H -2.3828 -5.1960 -1.6416
9 H 2.4727 1.1795 5.1933
10 C -2.8944 -2.3355 5.3878
11 O 1.3504 -0.4157 -1.4736
12 H -2.7398 3.4546 1.7186
13 H 1.8978 -0.2941 0.9101
14 C 4.2542 3.3987 -2.4097
15 C 5.0799 -2.5443 -2.2718
16 C 2.2437 -0.7536 4.2892
17 C 2.6822 -2.0762 4.3107
18 H -3.9725 -1.2281 0.7080
19 C -1.4608 -2.1945 3.4636
20 H 3.6016 -2.8874 -5.8235
21 H 1.3286 -2.9635 -4.8773
22 C -3.7041 1.6726 2.4385
23 H -4.5680 -0.2378 2.8928
24 H -3.6212 -5.5292 -3.7488
25 H 3.0569 -2.4219 -1.5880
26 C -4.2443 3.0156 -4.2387
27 Cl 5.9496 3.1770 -2.1746
28 H -4.8598 3.8963 -4.1087
29 C 3.7876 -0.2574 6.0822
30 C -3.0533 0.5683 -0.0262
31 C 0.4188 4.5117 3.4259
32 H 4.9694 -1.8977 6.7981
33 C -2.4859 -2.8247 4.1559
34 H 6.0429 -2.9005 -5.5006
35 H -2.6122 1.2940 -6.6544
36 H 4.2189 0.4573 6.7718
37 H -3.6849 -2.8360 5.9321
38 C 2.3175 4.8293 -2.4534
39 C 1.5454 3.7234 -2.8068
40 C 2.8064 0.1490 5.1888
41 H -2.9623 -3.7026 3.7370
42 Cl 4.1383 0.7650 -3.0263
43 C -3.8296 -2.1597 -3.5241
44 H -0.7625 0.2783 5.6584
45 C -2.7820 -4.3411 -2.1720
46 C 3.6859 4.6603 -2.2554
47 C -3.7730 2.6826 -5.4996
48 C 4.0209 -2.7898 -4.8290
49 C -0.6484 2.3583 3.4932
50 C -3.0148 2.4306 1.5008
51 C -3.1298 1.0956 -3.3072
52 H 2.6433 2.0495 2.7729
53 C -3.9196 2.2284 -3.1433
54 C 0.1917 -0.3177 -1.0997
55 H 1.1744 -1.8652 1.1850
56 H 3.9896 -3.5183 5.2129
57 Ge -2.6810 -0.1054 -1.8262
58 H 2.2499 -2.7974 3.6247
59 H -4.2788 2.5010 -2.1572
60 C -3.0953 -1.9565 -2.3571
61 H -2.0959 -0.1482 -4.7154
62 H -1.0440 -1.0087 0.4992
63 C 0.5614 1.7298 3.2084
64 C -2.2734 -1.2156 5.9241
65 C 0.9902 -0.7914 1.2562
66 H -4.0249 3.3016 -6.3506
67 H 5.5000 -2.4505 -1.2785
68 C -2.6924 1.8817 0.2697
69 C 5.3860 -2.7927 -4.6468
70 H 7.0014 -2.6712 -3.2388
71 H -2.5803 -0.8330 6.8895
72 H 2.5179 4.4991 2.9832
73 H -1.6662 4.2189 3.8265
74 O -0.8021 -0.1799 -1.9615
75 C -0.8345 -1.0665 3.9853
76 C -0.7209 3.7404 3.6002
77 C -2.9821 1.5551 -5.6711
78 C -2.5788 -3.0599 -1.6828
79 H -4.5410 -3.5793 -4.9612
80 C -4.0387 0.3556 2.1585
81 C -3.4826 -4.5310 -3.3546
82 Ge 0.7326 -0.2280 3.1372
83 C 3.7124 -2.5424 -2.4411
84 C 3.6590 -2.4872 5.2044
85 C -2.6743 0.7585 -4.5805
86 H 1.0838 -2.7966 -3.0574
87 H -1.5425 1.7607 3.6355
88 H -0.4869 0.6464 0.6313
89 H -2.0025 -2.9194 -0.7742
90 H -4.2566 -1.3120 -4.0440
91 Cl 4.6727 6.0092 -1.8410
92 Cl 1.6102 6.3927 -2.2685
93 H -2.1605 2.4751 -0.4684
94 C 5.9276 -2.6676 -3.3695
95 C 3.4332 2.3426 -2.7852
96 C -4.0065 -3.4389 -4.0305
97 C 3.1380 -2.6751 -3.7283
98 C 1.7409 -2.7026 -3.9120
99 Cl -0.1644 3.9507 -3.0376
100 C 2.0664 2.4556 -2.9955
101 C 1.6951 2.5193 3.0127
102 H 0.3649 5.5878 3.5295
103 C -0.1698 -0.3679 0.3660

Results
HOMO-LUMO gap (alpha / beta)	0.257 / 0.254	hartree
multiplicity	2
electronic energy	-239021.6555	eV
lowest unoccupied orbital energy (alpha / beta)	0.2 / -0.6	eV